C45H30Cl3N12O2SeZr as an isolated structure. Source: the OMol25 dataset; level of theory: the ωB97M-V functional and the def2-TZVPD basis.

Calculated values
Orbital gap   6.968 eV
Electronic energy   -173321.4247 eV
Energy relative to the best compared isomer or geometry (same formula, charge and spin)   54.0 kcal/mol

```
! RIJCOSX wB97M-V def2-TZVPD def2/J DEFGRID3
* xyz 1 1
Zr 0.074 0.320 -0.560
C 0.497 2.623 -4.614
C 0.851 2.241 -3.314
N 0.591 1.048 -2.804
C -0.004 0.127 -3.607
C -0.381 0.416 -4.948
C -0.137 1.720 -5.426
C -0.915 -0.610 -5.751
C -0.964 -1.892 -5.268
C -0.566 -2.201 -3.964
C -0.139 -1.210 -3.085
N 0.306 -1.345 -1.801
C 0.331 -2.493 -1.048
C -0.558 -3.560 -1.074
C -0.412 -4.637 -0.191
C 0.624 -4.698 0.703
C 1.555 -3.640 0.774
C 2.679 -3.636 1.626
C 3.524 -2.559 1.618
C 3.224 -1.462 0.793
N 2.180 -1.416 -0.008
C 1.374 -2.506 -0.058
H 0.727 3.619 -4.959
H 1.370 2.955 -2.681
H -0.422 1.970 -6.438
H -1.221 -0.385 -6.761
H -1.316 -2.686 -5.910
H -0.537 -3.237 -3.666
H -1.378 -3.562 -1.777
H -1.124 -5.449 -0.234
H 0.747 -5.553 1.350
H 2.860 -4.489 2.259
H 4.406 -2.542 2.241
H 3.886 -0.603 0.785
C -3.919 -3.543 0.651
N -3.242 -2.429 0.039
C -2.203 -1.705 0.467
N -1.891 -0.795 -0.453
C -2.793 -1.023 -1.444
N -3.609 -2.002 -1.167
C -5.402 -3.287 0.841
C -6.272 -4.360 1.011
C -7.630 -4.145 1.179
C -8.150 -2.865 1.145
C -7.285 -1.790 0.969
C -5.913 -2.003 0.838
C -7.768 -0.430 0.902
N -8.973 0.020 0.717
N -8.902 1.356 0.681
C -7.657 1.682 0.859
O -6.876 0.584 0.996
C -7.023 2.979 0.907
C -7.625 4.110 0.365
C -6.954 5.318 0.410
C -5.678 5.389 0.944
C -5.061 4.257 1.466
C -3.664 4.358 2.020
N -2.930 3.121 1.957
C -2.837 2.201 0.990
N -1.977 1.254 1.342
C -1.586 1.651 2.578
N -2.139 2.768 2.967
C -5.753 3.059 1.477
H -3.437 -3.753 1.612
H -3.799 -4.417 -0.002
H -1.698 -1.838 1.409
H -2.842 -0.475 -2.367
H -5.888 -5.369 1.014
H -8.289 -4.985 1.326
H -9.205 -2.671 1.251
H -5.272 -1.142 0.717
H -8.598 4.017 -0.086
H -7.416 6.210 0.017
H -5.145 6.328 0.960
H -3.691 4.635 3.079
H -3.101 5.131 1.483
H -3.366 2.235 0.057
H -0.923 1.099 3.208
H -5.320 2.173 1.921
Cl 4.984 2.808 4.060
C 3.651 2.073 3.272
C 3.469 2.256 1.908
C 2.425 1.600 1.285
Cl 2.245 1.687 -0.437
C 1.515 0.759 1.954
O 0.548 0.134 1.323
C 1.759 0.599 3.337
Cl 0.774 -0.531 4.191
C 2.796 1.242 3.987
H 4.138 2.871 1.331
H 2.952 1.103 5.046
Se 0.100 4.473 0.376
C -0.484 3.096 -0.436
N -0.896 2.126 -0.987
*
```

---

C45H33Cl2N5O4SiTa as an isolated structure. Source: the OMol25 dataset; level of theory: the ωB97M-V functional and the def2-TZVPD basis.

Calculated values
Orbital gap   6.333 eV
Electronic energy   -97305.6228 eV
Energy relative to the best compared isomer or geometry (same formula, charge and spin)   22.8 kcal/mol

```
! RIJCOSX wB97M-V def2-TZVPD def2/J DEFGRID3
* xyz 1 1
Ta 12.382 10.726 11.614
Cl 12.822 16.261 16.506
C 12.408 15.106 15.270
C 11.140 15.046 14.714
C 10.909 14.246 13.625
Cl 9.378 14.212 12.704
C 11.974 13.390 13.155
O 11.755 12.595 12.136
C 13.220 13.507 13.739
C 14.348 12.771 13.276
O 14.294 11.891 12.398
C 13.457 14.385 14.809
H 10.467 15.822 14.947
H 15.327 13.116 13.571
H 14.449 14.555 15.222
O 12.209 16.806 8.180
N 11.375 16.082 7.668
O 10.671 16.342 6.731
C 11.161 14.749 8.284
C 9.925 14.246 8.354
C 9.758 12.945 8.899
C 8.502 12.331 8.934
C 8.345 11.111 9.577
C 9.447 10.530 10.217
N 10.597 11.155 10.236
C 10.814 12.244 9.462
C 12.148 12.784 9.318
N 13.161 12.062 9.830
C 14.387 12.526 9.692
C 14.671 13.734 9.085
C 13.620 14.499 8.683
C 12.334 13.992 8.688
H 9.108 14.869 7.984
H 7.671 12.810 8.516
H 7.404 10.561 9.531
H 9.351 9.596 10.792
H 15.163 11.906 10.141
H 15.706 14.078 8.984
H 13.801 15.473 8.262
N 11.555 6.935 9.573
C 11.463 8.064 8.744
C 10.347 8.232 7.902
C 10.201 9.340 7.136
C 11.278 10.213 6.966
C 12.402 10.004 7.682
C 12.531 8.951 8.602
C 13.813 8.831 9.418
C 14.825 7.967 9.048
C 15.992 7.737 9.788
C 15.996 8.280 11.068
C 14.960 9.135 11.510
C 13.865 9.499 10.736
H 10.700 6.390 9.745
H 12.193 7.010 10.350
H 9.487 7.558 7.972
H 9.276 9.512 6.551
H 11.158 11.004 6.248
H 13.269 10.635 7.493
H 14.802 7.564 8.080
H 16.732 7.045 9.486
H 16.849 8.123 11.744
H 15.043 9.613 12.493
N 5.344 5.593 16.217
C 6.206 6.174 15.753
C 7.245 6.880 15.071
C 7.083 6.955 13.655
C 8.008 7.683 12.934
C 9.184 8.141 13.548
C 9.315 8.082 14.931
C 8.322 7.447 15.707
C 10.236 8.597 12.675
C 11.069 9.153 11.964
H 6.284 6.459 13.137
H 7.868 7.798 11.889
H 10.233 8.522 15.367
H 8.474 7.487 16.815
C 12.266 8.424 17.191
Si 12.301 10.201 16.642
C 10.620 10.881 17.032
C 13.773 11.027 17.388
C 12.593 10.329 14.845
C 12.585 10.266 13.616
H 12.196 8.532 18.238
H 13.228 7.875 16.923
H 11.412 7.934 16.799
H 10.526 10.818 18.087
H 9.911 10.314 16.456
H 10.480 11.942 16.783
H 13.759 11.018 18.449
H 13.937 12.118 17.176
H 14.642 10.535 17.012
*
```

---

C45H33N10O4RbS2 as an isolated structure. Source: the OMol25 dataset; level of theory: the ωB97M-V functional and the def2-TZVPD basis.

Calculated values
Orbital gap   5.094 eV
Electronic energy   -92621.5630 eV
Energy relative to the best compared isomer or geometry (same formula, charge and spin)   16.3 kcal/mol

```
! RIJCOSX wB97M-V def2-TZVPD def2/J DEFGRID3
* xyz -2 1
Rb -0.966 1.618 -0.422
O -1.512 2.108 2.236
C -1.657 3.379 2.234
C -2.930 3.984 2.510
C -3.127 5.348 2.485
C -2.067 6.228 2.213
C -0.821 5.682 1.960
C -0.573 4.301 1.960
C 0.801 3.858 1.678
N 1.209 2.657 1.757
N 2.576 2.446 1.635
C 2.889 1.256 1.189
O 2.139 0.346 0.662
C 4.359 0.910 1.364
C 5.326 1.861 1.682
C 6.656 1.493 1.841
C 7.044 0.164 1.689
C 6.084 -0.792 1.374
C 4.751 -0.419 1.215
H -3.752 3.306 2.709
H -4.121 5.748 2.666
H -2.226 7.299 2.187
H 0.019 6.345 1.764
H 1.518 4.649 1.417
H 5.008 2.890 1.798
H 7.398 2.244 2.082
H 8.082 -0.123 1.823
H 6.375 -1.832 1.253
H 3.983 -1.148 0.966
C -4.021 -2.209 -0.990
C -3.394 -1.081 -1.492
N -2.102 -1.080 -1.808
C -1.431 -2.210 -1.616
C -2.066 -3.338 -1.111
N -3.361 -3.350 -0.804
C 0.017 -2.208 -2.005
C 0.635 -3.367 -2.468
C 1.940 -3.305 -2.932
C 2.585 -2.085 -2.863
C 1.912 -0.987 -2.338
N 0.646 -1.044 -1.944
C 2.576 0.342 -2.217
C 3.943 0.496 -2.044
N 4.503 1.697 -1.903
C 3.673 2.737 -1.882
C 2.307 2.580 -2.060
N 1.770 1.384 -2.261
C 2.614 -4.499 -3.525
C 3.994 -4.646 -3.492
C 4.582 -5.752 -4.090
N 3.899 -6.716 -4.708
C 2.572 -6.580 -4.717
C 1.897 -5.509 -4.148
H -5.074 -2.195 -0.726
H -3.937 -0.156 -1.656
H -1.516 -4.256 -0.921
H 0.096 -4.305 -2.472
H 3.585 -1.967 -3.262
H 4.608 -0.361 -1.984
H 4.112 3.714 -1.720
H 1.635 3.433 -2.072
H 4.611 -3.916 -2.982
H 5.661 -5.871 -4.073
H 2.017 -7.367 -5.218
H 0.818 -5.457 -4.218
O -4.425 3.341 -3.125
C -3.738 2.870 -2.189
O -2.523 3.032 -1.922
C -4.531 1.944 -1.228
C -5.948 1.886 -1.365
C -6.661 1.017 -0.602
C -5.990 0.190 0.339
C -6.649 -0.774 1.141
C -5.941 -1.534 2.033
C -4.545 -1.347 2.181
C -3.888 -0.423 1.419
C -4.593 0.352 0.459
N -3.887 1.214 -0.345
H -6.401 2.534 -2.104
H -7.741 0.936 -0.698
H -7.721 -0.906 1.029
H -6.447 -2.280 2.635
H -3.990 -1.936 2.904
H -2.823 -0.254 1.531
S -0.287 -3.128 1.637
C -0.206 -1.842 2.708
N 0.617 -0.811 2.677
C 0.580 0.122 3.809
C -0.787 -0.032 4.459
S -1.237 -1.768 4.146
H 1.169 -0.548 1.836
H 0.707 1.133 3.433
H 1.385 -0.127 4.503
H -1.502 0.616 3.961
H -0.770 0.154 5.531
*
```